A 8-piece molecular cluster, C20H50ClN16O8 overall. Source: the OMol25 dataset; level of theory: the ωB97M-V functional and the def2-TZVPD basis.

```
95
C20H50ClN16O8 the ωB97M-V functional and the def2-TZVPD basis
C 4.365 1.281 2.555
C 4.056 -0.266 3.020
N 3.734 -1.193 1.829
N 2.345 -1.152 1.706
C 1.415 -2.033 2.549
C -0.231 -1.941 2.429
C -0.968 -0.892 1.354
C -2.590 -0.725 1.186
Cl -3.097 0.780 2.212
C -3.368 -2.008 1.926
C -4.992 -1.778 2.074
C 0.108 -0.001 0.435
C -0.321 1.066 -0.730
O -1.545 1.835 -0.462
C -1.290 3.282 -0.389
C -2.351 3.964 0.708
C 1.750 -0.185 0.694
H 4.490 1.426 1.396
H 5.345 1.633 3.130
H 3.493 1.950 2.966
H 3.196 -0.239 3.814
H 5.021 -0.686 3.571
H 4.179 -0.711 1.018
H 1.896 -2.795 3.302
H -0.854 -2.656 3.114
H -2.915 -0.616 0.048
H -2.950 -2.065 3.041
H -3.145 -2.970 1.298
H -5.277 -0.923 2.856
H -5.559 -1.665 1.048
H -5.417 -2.779 2.566
H -0.483 0.466 -1.743
H 0.625 1.763 -0.932
H -1.508 3.842 -1.416
H -0.207 3.580 -0.059
H -1.739 3.988 1.734
H -3.363 3.383 0.789
H -2.470 5.098 0.381
H 2.509 0.468 0.060
C -6.893 -0.303 5.557
O -6.735 -0.530 4.368
N -8.058 -0.523 6.192
N -5.914 0.187 6.340
H -8.207 -0.342 7.170
H -8.821 -0.891 5.639
H -5.020 0.366 5.902
H -6.025 0.380 7.321
C 3.073 4.798 2.179
O 4.002 4.078 2.507
N 2.824 5.980 2.771
N 2.214 4.475 1.195
H 2.064 6.587 2.515
H 3.447 6.261 3.517
H 2.365 3.593 0.723
H 1.443 5.055 0.910
C -2.230 7.454 3.121
O -1.069 7.736 2.868
N -2.572 6.408 3.895
N -3.270 8.164 2.649
H -3.521 6.160 4.115
H -1.818 5.847 4.271
H -3.057 8.959 2.063
H -4.233 7.947 2.847
C -4.877 2.851 -2.442
O -5.007 3.914 -1.856
N -4.382 1.750 -1.849
N -5.215 2.686 -3.734
H -4.267 0.865 -2.315
H -4.115 1.830 -0.877
H -5.591 3.491 -4.217
H -5.115 1.819 -4.233
C 4.676 -1.385 -2.530
O 4.432 -0.189 -2.540
N 5.053 -2.060 -3.631
N 4.589 -2.136 -1.417
H 5.257 -3.045 -3.642
H 5.130 -1.532 -4.490
H 4.308 -1.666 -0.566
H 4.785 -3.122 -1.389
C 4.723 -6.044 -3.941
O 4.593 -4.981 -3.354
N 5.218 -7.146 -3.347
N 4.385 -6.209 -5.232
H 5.333 -8.030 -3.814
H 5.485 -7.065 -2.375
H 4.009 -5.404 -5.716
H 4.485 -7.076 -5.732
C 3.518 -7.640 -8.399
O 4.082 -8.122 -7.429
N 2.180 -7.523 -8.478
N 4.183 -7.183 -9.475
H 1.697 -7.129 -9.268
H 1.641 -7.855 -7.689
H 5.192 -7.252 -9.456
H 3.736 -6.783 -10.283
```

## Properties
E, Ha: -2729.90153
HOMO, Eh: -0.416
LUMO level, Ha: -0.1566
Kohn-Sham gap, eV: 7.05
Total charge: +1

Taken from the Löwdin analysis, the atomic charges in e are:
1. C -0.115
2. C -0.206
3. N -0.038
4. N -0.146
5. C 0.074
6. C 0.064
7. C -0.053
8. C -0.546
9. Cl 0.577
10. C -0.279
11. C -0.158
12. C 0.023
13. C -0.172
14. O -0.251
15. C -0.226
16. C -0.102
17. C 0.121
18. H 0.088
19. H 0.106
20. H 0.071
21. H 0.122
22. H 0.129
23. H 0.092
24. H 0.140
25. H 0.101
26. H 0.136
27. H 0.109
28. H 0.122
29. H 0.044
30. H 0.089
31. H 0.096
32. H 0.156
33. H 0.137
34. H 0.140
35. H 0.098
36. H 0.078
37. H 0.056
38. H 0.096
39. H 0.141
40. C -0.704
41. O 0.009
42. N 0.156
43. N 0.153
44. H 0.102
45. H 0.116
46. H 0.109
47. H 0.101
48. C -0.703
49. O -0.002
50. N 0.168
51. N 0.158
52. H 0.101
53. H 0.118
54. H 0.095
55. H 0.094
56. C -0.731
57. O 0.005
58. N 0.149
59. N 0.155
60. H 0.100
61. H 0.109
62. H 0.115
63. H 0.101
64. C -0.718
65. O 0.021
66. N 0.159
67. N 0.151
68. H 0.097
69. H 0.080
70. H 0.115
71. H 0.097
72. C -0.720
73. O -0.003
74. N 0.167
75. N 0.165
76. H 0.059
77. H 0.115
78. H 0.054
79. H 0.095
80. C -0.697
81. O -0.009
82. N 0.160
83. N 0.173
84. H 0.107
85. H 0.112
86. H 0.116
87. H 0.059
88. C -0.705
89. O 0.003
90. N 0.158
91. N 0.159
92. H 0.102
93. H 0.116
94. H 0.118
95. H 0.103